Record 1
Formula: C16H24Br2Cl12NO3PS
Source: the Open Molecules 2025 dataset
Level of theory: wB97M-V/def2-TZVPD

XYZ file:
```
60
Properties=species:S:1:pos:R:3:forces:R:3:lowdin_charge:R:1
C -1.7429 -3.6839 -2.8717 0.73 0.29 0.58 -0.149
C -0.4260 -3.1244 -3.7367 -1.36 -0.06 1.18 -0.187
C 0.8286 -2.9315 -2.6474 -1.34 -1.07 -2.05 -0.217
O 1.2686 -1.5362 -2.7940 -0.17 -1.11 3.22 -0.168
C 1.7208 -0.9497 -1.5237 2.34 3.36 -1.67 -0.695
S 2.6264 -1.9940 -0.2599 -0.87 -0.66 -0.47 0.744
N 2.8565 -0.0277 -2.0161 -2.48 1.11 -0.28 0.012
C 2.1833 1.1617 -2.6643 5.21 1.14 -3.56 -0.318
O 2.8871 1.7277 -3.6474 -5.06 -2.59 5.78 -0.045
C 0.7094 1.4810 -2.0206 3.15 0.68 0.93 -0.395
C 0.8584 2.9132 -1.1745 -3.53 1.73 2.89 -0.531
Br 2.4894 4.1155 -1.3054 -1.72 -1.72 -0.12 0.616
C -0.2206 3.4234 -0.2372 2.44 -2.48 -3.04 -0.609
C -1.6401 2.6418 0.0046 -0.13 1.14 0.86 -0.161
Br 0.0438 5.1477 0.8103 -0.49 -2.24 -1.25 0.548
P -0.6426 1.4605 -3.3804 -2.22 0.22 -0.56 0.946
C 0.0771 1.2174 -5.1319 2.12 1.47 -1.28 -0.306
O -1.3750 3.0774 -3.4357 0.09 -2.21 0.05 -0.362
C 0.6840 0.2180 -0.9243 -1.37 -1.93 0.48 -0.222
C -0.7176 -0.6043 -0.7105 -0.35 -0.56 0.98 -0.113
H -1.8306 -3.0877 -1.8432 0.21 -1.21 -2.26 0.064
H -1.5182 -4.8029 -2.5862 -0.82 2.12 -0.64 0.081
H -2.7584 -3.5291 -3.4323 2.03 -0.61 0.93 0.077
H -0.7873 -2.0818 -4.1846 1.30 -2.25 0.79 0.111
H -0.2019 -3.9311 -4.5542 -0.25 1.84 1.42 0.105
H 0.3752 -3.2061 -1.6044 1.30 0.72 -1.87 0.101
H 1.7031 -3.6705 -2.9835 -1.73 1.66 1.03 0.138
H 3.1083 -3.0969 -0.9819 -0.70 1.35 0.29 -0.086
H 3.5490 0.1974 -1.2649 -0.89 -0.04 -1.08 0.111
H -1.6263 2.0870 1.0613 0.11 1.13 -2.45 0.046
H -1.9696 1.9215 -0.8563 1.06 1.37 1.60 0.061
H -2.4766 3.4737 0.1087 1.77 -1.68 -0.27 0.082
H 0.7120 0.2221 -5.2645 -1.60 2.01 0.57 0.068
H -0.7282 1.3287 -6.0013 1.39 -0.45 2.32 0.068
H 0.8550 2.1007 -5.3302 -1.53 -1.91 0.33 0.062
H -2.3597 2.9019 -3.3633 1.80 0.22 -0.07 0.052
H 1.0855 0.5993 0.1330 -0.76 -0.82 -2.48 0.168
H -1.3153 -0.8028 -1.7046 1.32 0.65 2.00 0.060
H -1.4316 -0.1370 0.1222 1.57 -0.87 -2.04 0.083
H -0.4116 -1.6716 -0.2715 -0.61 2.32 -0.90 0.082
C -2.7723 2.5300 4.2991 -0.03 0.01 0.01 -1.542
Cl -3.0013 0.8753 4.8900 0.01 0.21 -0.03 0.525
Cl -1.1034 2.7707 3.7547 -0.18 0.04 0.13 0.524
Cl -3.9114 2.8862 2.9895 0.10 -0.15 0.14 0.508
H -2.9686 3.2204 5.1235 0.05 -0.24 -0.28 -0.011
C 3.6070 -5.5530 2.1804 0.07 0.01 0.13 -1.518
Cl 2.8437 -6.0485 0.6601 0.11 0.04 0.08 0.516
Cl 3.4291 -3.8072 2.4258 0.09 -0.30 0.01 0.489
Cl 2.9141 -6.4467 3.5445 0.15 0.09 -0.26 0.508
H 4.6734 -5.7857 2.1223 -0.38 0.08 0.01 0.022
C -4.8668 7.0572 3.9391 -0.08 0.06 -0.04 -1.525
Cl -3.5969 5.9529 4.4936 -0.03 0.32 0.04 0.520
Cl -4.7863 7.2653 2.1813 0.02 -0.01 0.25 0.520
Cl -6.4639 6.4615 4.4225 0.20 0.10 -0.03 0.519
H -4.7057 8.0309 4.4089 -0.04 -0.36 -0.16 0.019
C 3.2796 -3.5670 6.7174 -0.01 0.00 0.03 -1.528
Cl 2.1627 -4.9424 6.6978 0.11 0.20 0.12 0.502
Cl 4.7809 -3.9726 5.8683 -0.11 0.06 0.19 0.501
Cl 2.5210 -2.1393 5.9924 0.10 -0.15 0.12 0.512
H 3.5237 -3.3364 7.7576 -0.09 -0.08 -0.38 0.017
```
Forces are in eV/Å.

Energy relative to the best compared isomer or geometry (same formula, charge and spin) in kcal/mol: 184.2
Frontier orbital gap in eV: 8.589
E_HOMO in eV: -8.3808
Net charge: 0

---

Record 2
Formula: C16H24Br2F16O3PS
Source: the Open Molecules 2025 dataset
Level of theory: wB97M-V/def2-TZVPD

XYZ file:
```
63
Properties=species:S:1:pos:R:3:forces:R:3:lowdin_charge:R:1
F 0.4887 -0.1904 1.1483 -3.64 1.28 -2.32 -0.042
C -0.7690 0.1814 0.4611 -1.23 -0.16 2.20 -0.609
F -1.6859 0.7075 1.5405 3.22 -1.94 -3.05 -0.152
Br -1.7563 -1.3997 -0.3406 1.36 1.21 1.28 0.802
C -0.6137 1.3068 -0.7201 -0.24 1.17 -0.32 -0.642
F -1.3716 0.8741 -1.9404 2.50 1.06 2.79 -0.178
Br -1.5830 2.9621 -0.0247 0.94 -1.23 -1.07 0.796
C 0.9216 1.7937 -1.0237 0.70 -0.06 0.10 -0.217
C 1.9327 0.6217 -1.5623 0.59 -0.56 -0.15 -0.302
P 1.7017 0.2180 -3.4545 1.04 0.75 2.08 1.061
C 3.0691 -0.9711 -3.9349 1.72 0.29 -1.43 -0.339
C 2.9105 -2.5487 -3.7371 1.13 -1.01 0.61 -0.121
C 1.4680 -3.2329 -3.4713 1.31 -2.83 3.05 -0.172
F 1.8511 -4.5580 -2.8203 -0.97 3.82 -2.06 -0.009
F 0.6618 -2.6152 -2.3521 2.16 -1.10 -3.93 -0.047
C 0.6052 -3.7250 -4.7553 -0.88 -4.10 0.42 -0.082
F -0.1667 -4.9371 -4.2736 2.36 4.20 -1.52 0.036
F 1.5220 -4.3072 -5.8074 -2.99 2.61 3.40 0.044
C -0.5420 -2.7263 -5.3630 -3.49 -2.41 -0.53 -0.114
F -1.3265 -1.9910 -4.3512 3.23 -1.92 -3.11 0.038
F -1.5600 -3.6876 -5.9547 3.23 3.37 1.81 0.038
C -0.0107 -1.8906 -6.6521 3.08 -3.24 -2.53 -0.199
F -0.0495 -2.8707 -7.8072 0.53 3.08 4.57 0.031
F 1.4304 -1.4751 -6.5873 -4.48 -1.68 0.85 -0.006
S -0.9759 -0.4168 -7.2143 -2.28 4.41 -5.22 1.086
F -1.1538 -1.1432 -8.7962 0.23 2.07 3.51 -0.181
F 0.5123 0.3166 -7.7692 -3.23 -1.35 1.07 -0.203
F -0.7862 0.4712 -5.7734 -0.42 -2.32 -2.11 -0.210
F -2.5049 -1.0467 -6.8205 3.70 1.12 -0.04 -0.148
F -1.7859 0.9575 -7.8665 1.72 -2.91 1.68 -0.165
H 1.3597 2.1815 0.0114 -1.08 -0.91 -2.21 0.151
H 0.9941 2.7055 -1.7888 -0.67 -1.99 1.77 0.140
H 3.0846 0.9219 -1.4715 -2.60 -0.39 -0.16 0.127
H 1.8296 -0.4137 -1.0203 -0.01 2.01 -0.92 0.106
H 1.9489 1.4903 -4.1471 -0.49 -1.37 0.41 0.073
H 0.3457 -0.2298 -3.5875 0.78 0.22 -0.33 0.017
H 3.3558 -0.7622 -5.0758 -0.91 -0.30 2.48 0.120
H 4.0497 -0.6316 -3.3398 -2.35 -0.54 -1.14 0.135
H 3.6024 -2.8593 -2.8117 -1.97 0.57 -1.91 0.165
H 3.4408 -3.0844 -4.6646 -1.61 1.07 2.01 0.168
C -0.0786 -0.8217 5.0838 -0.26 0.07 0.43 -0.107
O -0.2279 0.0474 6.1980 0.29 0.10 -0.69 -0.199
C 0.8137 1.0120 6.3143 -0.47 0.22 0.20 -0.183
C 0.2602 2.4291 6.5163 0.18 0.04 -0.01 -0.169
O -0.4866 2.9796 5.4258 -0.15 -0.41 0.19 -0.128
C -1.7437 2.3602 5.1208 -0.05 0.22 -0.20 -0.173
C -2.8235 2.4532 6.2032 0.46 -0.33 0.05 -0.183
O -2.4888 1.6672 7.3462 0.11 0.73 0.01 -0.204
C -2.6595 2.3551 8.5793 0.01 -0.41 -0.18 -0.106
H 0.5525 -1.6698 5.3592 0.10 -0.07 -0.19 0.087
H -1.0702 -1.1926 4.8109 0.07 -0.01 0.12 0.090
H 0.3365 -0.3040 4.2123 0.06 0.00 0.04 0.072
H 1.4764 1.0016 5.4405 -0.14 -0.05 -0.03 0.117
H 1.4090 0.7385 7.1909 0.17 0.21 0.03 0.126
H 1.1199 3.0969 6.6464 -0.04 -0.07 -0.20 0.127
H -0.3048 2.5070 7.4430 -0.11 -0.26 -0.01 0.104
H -1.5873 1.3340 4.7909 -0.09 -0.13 0.28 0.100
H -2.1165 2.8933 4.2337 0.07 0.09 0.26 0.123
H -3.7578 2.0557 5.8062 -0.15 0.08 -0.30 0.123
H -2.9890 3.5070 6.4657 0.11 -0.14 0.06 0.124
H -2.3894 3.4125 8.5024 -0.07 0.00 -0.05 0.086
H -1.9979 1.8930 9.3129 -0.07 -0.08 -0.02 0.089
H -3.6920 2.2497 8.9170 -0.06 0.19 0.14 0.088
```
Forces are in eV/Å.

Frontier orbital gap in eV: 5.112
E_HOMO in eV: -10.4613
Net charge: +1